Entry 1:
The following is a quantum chemistry calculation of a cluster of 6 separate species, C35H42BN6O2P in total, from the OMol25 dataset.

The geometry in XYZ format:
```
87
Properties=species:S:1:pos:R:3:forces:R:3:mulliken_charge:R:1
C -3.329 -2.321 4.110 -0.018 -0.146 -0.025 -1.10
C -2.170 -3.272 3.802 -0.044 0.399 0.096 -0.72
C -1.143 -2.651 2.852 -0.138 -0.036 -0.078 -0.20
C -1.620 -2.622 1.403 0.039 -0.228 -0.007 -0.52
C -0.530 -2.227 0.403 -0.272 0.032 -0.100 -0.99
P -0.205 -0.405 0.442 -0.092 0.401 0.045 -0.23
B 0.171 -0.047 -1.414 0.209 -0.093 -0.214 0.52
O 1.351 0.499 -1.836 0.174 -0.373 0.215 -0.53
O -0.820 -0.385 -2.328 -0.047 0.000 0.304 -0.55
C 1.406 -0.081 1.242 -0.437 -0.143 -0.514 0.80
C 2.100 -1.046 1.961 -0.133 -0.111 0.041 -0.36
C 3.332 -0.733 2.489 0.273 0.157 0.136 -0.56
C 3.799 0.560 2.316 0.043 -0.045 0.101 -0.83
C 3.002 1.463 1.633 0.278 0.385 -0.098 -0.40
N 1.831 1.181 1.065 0.370 -0.439 0.674 -0.29
H -3.836 -1.994 3.199 0.035 0.025 0.046 0.21
H -4.070 -2.808 4.748 0.008 0.052 -0.019 0.40
H -2.962 -1.437 4.637 -0.044 0.008 -0.068 0.30
H -2.561 -4.196 3.363 0.107 -0.029 0.087 0.35
H -1.677 -3.519 4.747 -0.037 -0.157 -0.073 0.32
H -0.930 -1.626 3.184 0.132 -0.071 0.009 0.22
H -0.208 -3.221 2.907 -0.018 0.040 -0.003 0.27
H -1.987 -3.621 1.137 0.059 0.017 0.025 0.47
H -2.471 -1.943 1.290 0.048 -0.031 0.010 0.07
H -0.900 -2.429 -0.607 0.065 0.042 0.021 0.57
H 0.374 -2.830 0.520 -0.015 0.047 0.010 0.38
H 1.585 0.178 -2.715 -0.198 0.382 -0.141 0.31
H -1.256 0.388 -2.700 0.045 -0.115 -0.218 0.29
H 1.677 -2.034 2.081 0.035 0.012 -0.011 0.43
H 3.924 -1.470 3.020 -0.074 -0.004 0.009 0.46
H 4.752 0.883 2.717 -0.039 -0.031 -0.013 0.40
H 3.359 2.486 1.549 -0.082 -0.024 -0.169 0.60
C 5.322 -3.932 -0.858 0.002 -0.005 0.003 -0.42
C 4.707 -4.961 -1.554 0.006 0.014 0.011 -0.43
C 3.333 -4.907 -1.746 -0.035 -0.040 -0.021 -0.22
N 2.570 -3.914 -1.291 0.011 -0.012 0.008 -0.28
C 3.175 -2.934 -0.622 -0.105 -0.012 -0.107 -0.16
C 4.539 -2.893 -0.380 0.017 -0.001 0.016 -0.68
H 6.392 -3.940 -0.692 0.002 0.000 -0.002 0.39
H 5.277 -5.792 -1.946 -0.008 -0.004 -0.007 0.40
H 2.824 -5.693 -2.294 0.020 -0.001 -0.018 0.37
H 2.527 -2.139 -0.270 0.083 0.045 -0.030 0.58
H 4.971 -2.066 0.167 -0.015 0.009 -0.003 0.42
C 2.092 5.126 2.964 0.004 0.021 -0.003 -0.21
C 2.218 6.493 3.153 0.001 -0.014 -0.004 -0.52
C 1.859 7.339 2.114 -0.004 -0.008 -0.006 -0.34
N 1.402 6.906 0.940 0.043 0.001 0.093 -0.34
C 1.288 5.590 0.773 -0.031 -0.004 -0.057 -0.38
C 1.616 4.660 1.748 0.021 -0.009 0.085 -0.41
H 2.361 4.432 3.751 -0.006 -0.001 0.002 0.43
H 2.585 6.901 4.085 -0.003 0.008 -0.001 0.38
H 1.941 8.414 2.225 0.009 -0.002 0.013 0.38
H 0.914 5.265 -0.192 0.003 -0.017 0.005 0.51
H 1.503 3.600 1.562 -0.122 0.036 -0.091 0.43
C -5.148 2.343 2.495 -0.005 -0.002 0.005 -0.22
C -3.850 2.267 2.018 -0.008 0.007 -0.005 -0.83
C -3.476 1.150 1.283 -0.026 -0.011 -0.007 0.22
N -4.302 0.140 1.015 0.005 -0.020 0.012 -0.35
C -5.547 0.225 1.480 0.007 -0.010 -0.007 -0.27
C -6.018 1.299 2.220 0.003 0.008 0.005 -0.43
H -5.477 3.198 3.072 0.000 0.001 0.002 0.39
H -3.134 3.055 2.211 0.007 -0.003 -0.008 0.44
H -2.465 1.045 0.902 -0.070 0.064 0.065 0.27
H -6.198 -0.611 1.248 -0.014 0.007 0.008 0.37
H -7.041 1.313 2.571 -0.001 -0.009 -0.001 0.38
C -1.692 7.069 -1.396 -0.001 -0.011 0.012 -0.30
C -2.654 7.031 -2.393 0.005 -0.006 0.010 -0.41
C -2.349 7.587 -3.626 0.006 0.007 -0.014 -0.19
N -1.180 8.158 -3.907 0.000 -0.004 -0.001 -0.57
C -0.268 8.187 -2.938 -0.011 -0.006 -0.018 -0.37
C -0.468 7.659 -1.670 -0.010 0.023 -0.043 -0.06
H -1.890 6.647 -0.418 0.003 0.004 0.003 0.44
H -3.623 6.581 -2.222 -0.002 0.000 -0.009 0.36
H -3.077 7.574 -4.430 -0.011 -0.005 0.010 0.35
H 0.676 8.658 -3.192 0.006 -0.004 0.015 0.37
H 0.308 7.707 -0.915 -0.020 0.017 -0.036 0.48
C -0.658 -7.172 -5.793 -0.002 0.000 0.000 -0.14
C -0.692 -7.631 -4.487 -0.002 0.001 -0.012 -0.47
C 0.472 -7.574 -3.736 0.013 0.002 0.011 -0.09
N 1.626 -7.102 -4.202 0.016 0.014 0.032 -0.45
C 1.645 -6.664 -5.459 0.016 0.001 0.009 -0.18
C 0.536 -6.677 -6.292 -0.009 -0.005 0.001 -0.42
H -1.546 -7.199 -6.412 -0.001 0.001 0.000 0.37
H -1.601 -8.026 -4.054 0.002 0.002 0.009 0.35
H 0.481 -7.920 -2.708 -0.016 -0.003 -0.001 0.35
H 2.596 -6.284 -5.815 -0.008 0.008 -0.012 0.34
H 0.611 -6.306 -7.304 0.008 0.001 0.000 0.35
```
Positions in Å, forces in eV/Å.

Properties
lowest unoccupied orbital energy: 0.0159 Eh
SMILES string: CCCCCP(B(O)O)c1ccccn1.c1ccncc1.c1ccncc1.c1ccncc1.c1ccncc1.c1ccncc1
gap between HOMO and LUMO: 8.51 eV

=====

Entry 2:
The following is a quantum chemistry calculation of the molecule C2H3N3O, from the OMol25 dataset.

The geometry in XYZ format:
```
9
Properties=species:S:1:pos:R:3:forces:R:3:mulliken_charge:R:1
O 2.207 0.309 -0.016 -0.024 -0.108 -0.118 -0.48
C 0.879 0.142 0.052 -0.080 0.181 -0.014 0.59
N 0.249 -0.976 -0.397 -0.086 0.213 -0.001 -0.55
C -1.019 -0.687 -0.175 -0.034 0.066 0.022 -0.05
N -1.120 0.522 0.393 -0.200 -0.060 -0.042 0.22
N 0.104 1.085 0.544 0.164 -0.207 -0.133 -0.68
H 2.544 -0.331 -0.657 -0.017 -0.012 0.194 0.35
H -1.874 -1.307 -0.413 0.167 0.083 0.067 0.39
H -1.943 1.054 0.628 0.110 -0.156 0.024 0.21
```
Positions in Å, forces in eV/Å.

Properties
lowest unoccupied orbital energy: 0.0330 Eh
SMILES string: Oc1nc[nH]n1
gap between HOMO and LUMO: 10.34 eV
relative energy (zero: lowest compared OMol25 entry of this formula, charge and spin): 7.45 kcal/mol

=====

Entry 3:
The following is a quantum chemistry calculation of the molecule C12H11N3O2, from the OMol25 dataset.

The geometry in XYZ format:
```
28
Properties=species:S:1:pos:R:3:forces:R:3:mulliken_charge:R:1
N -1.486 -2.444 -1.160 0.008 -0.057 0.050 -0.79
N -0.311 -1.677 -1.044 -0.157 -0.374 -0.296 0.15
C 0.289 -1.480 0.156 -0.088 -0.352 -0.363 -0.12
O -0.056 -2.079 1.155 0.134 -0.027 0.213 -0.66
C 1.433 -0.523 0.111 0.021 0.438 -0.009 0.90
C 2.658 -0.900 0.645 -0.076 0.186 -0.091 -0.55
C 3.739 -0.037 0.559 -0.076 -0.086 -0.017 -0.52
C 3.546 1.180 -0.072 0.153 -0.168 0.164 -0.39
N 2.375 1.577 -0.539 -0.638 0.243 -0.218 -0.64
C 1.337 0.769 -0.437 0.728 -0.441 0.275 0.58
O 0.185 1.263 -0.956 -0.213 0.085 -0.218 -0.47
C -1.008 1.054 -0.294 -0.505 0.122 0.258 0.49
C -1.090 0.965 1.090 0.231 0.178 -0.191 -0.21
C -2.323 0.782 1.689 -0.077 -0.011 -0.038 -0.65
C -3.471 0.700 0.921 -0.096 -0.016 0.121 -0.56
C -3.387 0.814 -0.457 0.034 -0.008 -0.012 -0.49
C -2.161 0.990 -1.068 0.310 0.073 0.020 -0.25
H -1.965 -2.404 -0.259 0.128 0.048 -0.180 0.28
H -1.238 -3.422 -1.320 0.048 0.286 0.171 0.26
H -0.099 -1.108 -1.851 -0.011 0.021 0.271 0.34
H 2.749 -1.873 1.105 -0.014 -0.073 0.054 0.46
H 4.701 -0.308 0.961 0.103 -0.010 0.013 0.40
H 4.355 1.886 -0.203 0.143 -0.008 0.042 0.41
H -0.196 1.039 1.692 0.051 -0.023 0.050 0.43
H -2.381 0.704 2.764 -0.002 -0.012 0.093 0.39
H -4.429 0.552 1.395 -0.086 -0.004 0.040 0.40
H -4.280 0.758 -1.062 -0.073 -0.004 -0.063 0.38
H -2.078 1.079 -2.140 0.021 -0.008 -0.137 0.42
```
Positions in Å, forces in eV/Å.

Properties
lowest unoccupied orbital energy: 0.0211 Eh
SMILES string: NNC(=O)c1cccnc1Oc1ccccc1
gap between HOMO and LUMO: 9.40 eV
relative energy (zero: lowest compared OMol25 entry of this formula, charge and spin): 0.00 kcal/mol

=====

Entry 4:
The following is a quantum chemistry calculation of a structure of composition C35H26BeClIN3O5P, from the OMol25 dataset.

The geometry in XYZ format:
```
73
Properties=species:S:1:pos:R:3:forces:R:3:mulliken_charge:R:1
Be 0.860 -0.287 0.118 -0.768 0.232 0.015 -0.20
O 3.935 -0.643 2.102 -0.020 0.011 0.065 -0.74
C 2.784 -0.286 1.964 0.194 0.100 0.103 -0.14
O 2.053 -0.614 0.954 0.622 -0.465 -0.069 -0.27
C 2.118 0.562 3.024 -0.017 0.030 0.042 0.51
C 2.890 0.821 4.156 0.087 -0.007 0.018 -0.63
C 2.389 1.549 5.215 0.044 -0.060 -0.090 -0.62
C 1.091 2.031 5.153 -0.090 0.052 0.027 -0.91
C 0.324 1.787 4.035 0.113 0.028 0.135 -0.32
C 0.816 1.058 2.951 0.062 0.212 0.216 -0.11
P -0.373 0.821 1.560 0.558 0.066 0.702 2.98
C -1.587 -0.040 2.618 -0.136 -0.094 -0.177 0.35
C -1.171 -1.309 3.020 -0.024 0.124 -0.150 -0.52
C -1.972 -2.097 3.822 -0.099 -0.083 0.080 -0.87
C -3.214 -1.628 4.229 -0.024 -0.027 0.006 -0.64
C -3.624 -0.359 3.857 -0.099 0.031 0.056 -0.79
C -2.810 0.441 3.068 0.133 -0.002 -0.072 0.00
C -0.832 2.567 1.317 0.015 -0.076 -0.257 0.78
C -2.104 3.012 0.976 0.005 -0.024 0.102 -0.34
C -2.332 4.358 0.741 -0.096 0.123 0.005 -0.94
C -1.297 5.271 0.842 -0.033 0.046 -0.055 -0.70
C -0.017 4.834 1.146 -0.003 0.033 -0.030 -0.70
C 0.216 3.490 1.370 -0.036 -0.091 -0.016 -0.99
H 3.894 0.422 4.157 0.039 0.004 0.071 0.55
H 2.996 1.740 6.085 0.125 0.008 0.117 0.42
H 0.680 2.596 5.975 -0.056 0.078 0.101 0.47
H -0.685 2.173 3.994 -0.092 0.057 0.035 0.33
H -0.196 -1.653 2.705 0.118 -0.135 0.034 0.58
H -1.638 -3.076 4.136 0.065 -0.048 -0.004 0.47
H -3.849 -2.246 4.847 -0.038 -0.010 0.039 0.42
H -4.585 0.018 4.182 0.005 0.009 0.031 0.47
H -3.127 1.441 2.822 -0.078 0.087 -0.081 0.41
H -2.923 2.315 0.887 -0.046 -0.011 -0.020 0.29
H -3.327 4.692 0.476 -0.032 0.012 0.022 0.46
H -1.485 6.321 0.672 -0.010 0.078 -0.022 0.40
H 0.799 5.542 1.207 0.036 -0.004 -0.010 0.45
H 1.218 3.148 1.591 0.017 0.058 0.039 0.40
Cl 1.099 -3.938 -5.119 -0.030 -0.200 -0.156 -0.28
C 1.015 -2.628 -3.991 0.118 0.305 -0.215 0.79
C 1.362 -1.360 -4.404 -0.090 -0.636 -0.032 -0.40
C 1.339 -0.292 -3.511 0.037 0.737 0.349 -0.47
I 1.839 1.662 -4.099 -0.072 -0.398 -0.029 0.00
C 0.997 -0.463 -2.178 0.221 -0.136 -1.328 0.48
O 0.992 0.465 -1.289 -0.067 0.354 0.982 -0.39
C 0.608 -1.771 -1.783 0.006 -0.514 -1.056 0.35
N 0.236 -1.854 -0.498 -0.003 0.045 0.474 0.60
C -0.146 -3.011 -0.019 -0.009 0.085 0.233 0.41
C -0.172 -4.172 -0.801 0.006 -0.028 -0.255 -1.13
C 0.204 -4.113 -2.119 -0.023 0.098 0.141 -0.91
C 0.607 -2.878 -2.665 -0.005 0.405 0.249 -0.33
H 1.672 -1.207 -5.427 -0.013 0.017 -0.043 0.45
H -0.452 -3.026 1.013 -0.036 -0.096 0.143 0.07
H -0.488 -5.098 -0.349 -0.047 -0.083 0.017 0.52
H 0.194 -4.992 -2.745 0.009 -0.091 -0.031 0.44
O -3.080 -3.491 0.819 0.362 -0.184 0.498 -0.29
C -3.903 -3.427 -0.309 -0.244 -0.081 -0.417 -0.76
N -5.133 -2.715 -0.081 -0.051 -0.412 0.064 -0.03
C -5.417 -1.433 -0.445 0.095 -0.068 0.026 -0.15
O -6.535 -0.978 -0.351 -0.260 0.180 -0.099 -0.64
C -4.256 -0.620 -0.906 0.224 0.344 -0.042 0.57
C -4.282 0.128 -2.079 0.125 -0.108 0.273 -0.65
C -3.186 0.922 -2.377 -0.092 -0.057 0.072 -1.35
C -2.133 0.976 -1.475 -0.046 0.094 -0.343 -0.65
N -2.124 0.291 -0.342 -0.027 0.016 -0.028 0.14
C -3.144 -0.501 -0.076 -0.418 -0.232 -0.164 -0.24
H -3.504 -4.010 1.513 0.000 0.087 -0.085 0.22
H -4.143 -4.433 -0.680 0.040 0.185 0.070 0.45
H -3.324 -2.894 -1.068 -0.128 -0.218 0.064 0.48
H -5.910 -3.217 0.328 0.022 0.082 -0.153 0.25
H -5.135 0.076 -2.737 -0.136 0.023 -0.066 0.53
H -3.160 1.510 -3.279 0.060 0.060 -0.129 0.49
H -1.261 1.586 -1.656 0.104 0.146 -0.096 0.71
H -3.084 -1.067 0.842 -0.072 -0.065 0.105 0.42
```
Positions in Å, forces in eV/Å.

Properties
lowest unoccupied orbital energy: -0.0113 Eh
gap between HOMO and LUMO: 7.46 eV
relative energy (zero: lowest compared OMol25 entry of this formula, charge and spin): 23.18 kcal/mol

=====

Entry 5:
The following is a quantum chemistry calculation of the molecule C3H10ClN2OP, from the OMol25 dataset.

The geometry in XYZ format:
```
18
Properties=species:S:1:pos:R:3:forces:R:3:mulliken_charge:R:1
C 1.943 0.729 1.897 -1.398 0.040 1.894 -0.92
C -0.906 -1.357 -0.285 -1.932 -1.496 1.900 -0.92
C -1.221 -1.829 -1.708 0.096 -1.141 2.194 0.11
N -0.282 1.045 -1.254 0.844 0.232 0.728 -0.78
N 0.568 0.434 1.377 0.196 0.748 0.005 -0.27
O -1.772 -0.800 -2.374 -1.316 1.133 1.708 -0.42
P 0.515 -0.157 -0.264 0.106 1.207 1.093 0.17
Cl 0.340 -2.167 -2.541 0.661 -0.770 -0.267 -0.24
H 1.897 1.377 2.810 -0.467 -0.410 -0.706 0.33
H 2.294 -0.213 2.303 0.749 -0.093 -0.466 0.29
H 2.607 1.276 1.249 0.210 -0.308 -0.709 0.37
H -0.818 -2.331 0.359 0.554 2.032 -1.030 0.32
H -1.841 -0.862 0.201 1.262 -0.556 -1.056 0.34
H -2.030 -0.946 -3.242 -0.609 -0.977 -2.536 0.28
H -1.786 -2.807 -1.509 0.442 1.302 -1.368 0.35
H -1.249 0.925 -1.454 -1.121 -0.420 -0.177 0.29
H 0.170 1.240 -2.133 0.603 0.302 0.054 0.39
H -0.126 1.171 1.682 1.123 -0.825 -1.262 0.32
```
Positions in Å, forces in eV/Å.

Properties
lowest unoccupied orbital energy (spin up / spin down): 0.0226 / -0.0775 Eh
spin multiplicity: 3
gap between HOMO and LUMO (spin up / spin down): 3.81 / 7.33 eV
relative energy (zero: lowest compared OMol25 entry of this formula, charge and spin): 77.14 kcal/mol

=====

Number 1: F_max 0.89 eV Å⁻¹. Number 2: F_max 0.30 eV Å⁻¹. Number 3: F_max 0.89 eV Å⁻¹. Number 4: F_max 1.35 eV Å⁻¹. Number 5: F_max 3.10 eV Å⁻¹.